DFT (the ωB97M-V functional and the def2-TZVPD basis) results for a molecular structure, C27H22Cl2N3O3S4V.

The geometry in XYZ format:
```
62
Properties=species:S:1:pos:R:3:forces:R:3
V 0.43954 -0.73428 0.12731 -0.25 -0.45 0.32
S 2.10179 -2.61775 0.21542 -0.05 0.14 0.08
C 2.47169 -2.81116 -1.47571 0.07 -0.04 -0.07
C 3.71708 -3.33989 -1.87112 -0.06 0.03 -0.03
C 4.04694 -3.53274 -3.19865 0.00 0.00 0.03
C 3.14077 -3.21597 -4.20768 0.01 0.00 -0.01
C 1.90258 -2.71167 -3.85147 -0.04 0.01 0.07
C 1.57558 -2.49788 -2.51438 0.05 -0.03 -0.09
S -0.03701 -1.87371 -2.08992 0.04 0.11 -0.02
C -0.05282 -0.36442 -3.10715 0.01 -0.01 -0.01
C -1.01033 0.65128 -2.53456 -0.03 -0.02 -0.02
C -1.25912 1.83972 -3.21553 -0.02 -0.01 -0.04
C -2.14525 2.74068 -2.66106 0.02 -0.01 -0.01
C -2.77211 2.42215 -1.46670 -0.08 0.02 0.02
C -2.47316 1.21623 -0.85277 -0.05 -0.01 0.00
C -3.11019 0.81164 0.44135 -0.04 -0.01 0.13
S -1.99983 1.27489 1.80649 0.12 0.03 -0.06
C -2.17746 0.00322 3.02266 0.01 -0.04 0.02
C -2.51123 0.44191 4.30463 0.00 -0.02 -0.01
C -2.52710 -0.42985 5.37892 -0.01 -0.02 0.03
C -2.22598 -1.76940 5.15790 0.02 -0.01 -0.08
C -1.91327 -2.21368 3.88538 -0.02 0.08 0.01
C -1.86378 -1.34973 2.77682 -0.07 -0.01 0.00
S -1.49650 -2.02337 1.20095 0.21 0.07 0.03
N -1.59264 0.35791 -1.37822 0.25 0.22 -0.02
H 4.42569 -3.58579 -1.09004 0.00 0.00 -0.01
H 5.02107 -3.93514 -3.45336 -0.01 0.00 0.01
H 3.39070 -3.36942 -5.25009 0.00 0.00 0.01
H 1.17127 -2.48355 -4.61933 0.01 -0.01 0.01
H -0.33976 -0.60203 -4.13240 0.00 0.02 -0.02
H 0.95975 0.03958 -3.11115 0.01 -0.01 0.02
H -0.75562 2.04656 -4.15169 0.00 -0.01 0.01
H -2.35053 3.68287 -3.15449 0.00 0.00 0.00
H -3.48107 3.09876 -1.00668 0.01 -0.01 0.00
H -3.20649 -0.27320 0.47392 -0.01 -0.02 -0.02
H -4.07503 1.29923 0.57558 -0.01 0.00 -0.04
H -2.75545 1.48808 4.44829 0.02 -0.01 -0.01
H -2.77561 -0.07115 6.37037 0.00 0.00 -0.01
H -2.23109 -2.47177 5.98383 0.00 0.00 -0.01
H -1.67123 -3.25427 3.71137 0.00 0.00 0.01
Cl 6.07421 3.01893 3.06373 -0.03 -0.02 0.01
C 4.59162 2.17825 2.66818 0.03 0.03 0.03
C 3.67416 1.88978 3.69234 -0.01 0.00 -0.02
C 2.51247 1.24043 3.39260 -0.03 0.02 0.09
Cl 1.34383 0.93977 4.63873 0.02 0.00 -0.02
C 2.16548 0.80987 2.06156 -0.04 -0.16 0.01
O 1.06790 0.21625 1.86653 0.13 0.03 -0.24
C 3.12545 1.14638 1.05320 -0.07 -0.07 0.08
C 2.92026 0.89010 -0.34565 0.01 -0.01 -0.18
O 1.98191 0.32438 -0.90265 -0.11 0.03 0.22
C 4.31615 1.81972 1.38363 0.05 0.04 -0.06
H 3.88281 2.18512 4.71200 0.00 0.00 -0.01
H 3.72400 1.28096 -0.99075 0.02 -0.01 -0.03
H 5.01608 2.06270 0.59263 -0.01 0.00 0.00
N 1.90322 4.37626 0.11513 0.02 -0.02 0.01
C 0.94975 3.44678 0.50962 -0.03 0.07 -0.23
N 0.66676 3.46306 1.84884 -0.05 -0.01 0.03
O 0.41764 2.70127 -0.29269 0.01 0.17 0.04
H 2.00003 5.21026 0.66978 0.00 -0.01 0.02
H 1.93032 4.51889 -0.88039 -0.01 -0.01 0.00
H 1.42077 3.71572 2.46766 0.00 -0.01 0.03
H 0.12789 2.65862 2.14445 -0.01 -0.02 0.00
```
Forces are in eV/Å.

Values from the calculation:
* Kohn-Sham gap (alpha / beta): 6.1 / 6.4 eV
* highest occupied orbital energy (alpha / beta): -3.8 / -4.0 eV
* 2S+1: 4
* total charge: -1
* ΔE to the lowest compared entry with this formula, charge and spin: 0.0000 eV
* ⟨S²⟩: 3.76



DFT (the ωB97M-V functional and the def2-TZVPD basis) results for 2 unconnected molecules or ions with the total composition C5H10O2.

The geometry in XYZ format:
```
17
Properties=species:S:1:pos:R:3:forces:R:3
O -1.25904 1.74587 -1.20546 0.32 -0.17 -0.39
C -0.44717 1.27670 -1.96113 -0.26 0.17 0.18
C 1.27265 -0.67134 -0.31945 0.23 0.26 0.01
C 1.98325 0.21803 0.36454 -0.10 -0.18 -0.10
C -1.01327 -0.02022 1.46071 0.03 0.01 0.04
C -0.87949 -1.20762 0.52157 -0.34 0.05 0.05
O 0.47414 -1.60312 0.28037 0.14 -0.07 0.09
H -0.60173 0.88916 1.01566 -0.08 -0.14 0.13
H 0.54576 1.73598 -2.12112 -0.09 0.03 0.03
H -0.64922 0.35440 -2.54193 -0.03 0.10 0.07
H 1.32384 -0.74426 -1.41044 -0.02 0.00 0.18
H 2.62524 0.93307 -0.13482 -0.02 -0.12 -0.03
H 1.92998 0.24024 1.44710 0.02 0.03 -0.09
H -2.07217 0.16527 1.66719 0.12 -0.06 -0.04
H -0.50237 -0.21965 2.40902 -0.09 0.02 -0.13
H -1.38927 -0.99531 -0.43053 0.12 -0.05 0.11
H -1.34114 -2.09719 0.95874 0.04 0.12 -0.09
```
Forces are in eV/Å.

Values from the calculation:
* SMILES: C=COCC.C=O
* Kohn-Sham gap: 10.4 eV
* highest occupied orbital energy: -9.7 eV
* ΔE to the lowest compared entry with this formula, charge and spin: 3.1166 eV



DFT (the ωB97M-V functional and the def2-TZVPD basis) results for 2 unconnected molecules or ions with the total composition C4H10N2O2 in a non-equilibrium geometry.

The geometry in XYZ format:
```
18
Properties=species:S:1:pos:R:3:forces:R:3
C -0.56692 1.41368 0.80064 -1.72 0.53 0.46
N 0.46945 2.04608 0.14230 -1.13 0.15 1.33
C 1.06795 -0.74011 -2.38572 0.28 -1.11 0.85
O 0.65376 0.47620 -1.94421 -0.62 0.62 -0.18
C -0.53686 -0.14192 0.34748 -0.18 -3.64 0.71
N -1.46640 -0.94417 0.97455 0.67 2.20 -0.76
C -1.01321 -1.54110 2.13515 0.55 -0.59 0.05
O 0.09068 -1.36703 2.61716 -0.52 -0.08 0.18
H -0.56638 1.36578 1.89295 0.85 0.22 -0.07
H -1.60013 1.72376 0.59559 0.35 0.06 -0.76
H 0.59905 1.64642 -0.78286 0.75 0.07 -0.85
H 1.52312 -1.27754 -1.52063 0.11 -0.18 -0.55
H 1.84873 -0.70005 -3.15942 0.07 0.36 0.04
H 0.27038 -1.39019 -2.77609 -0.11 0.15 -0.03
H 0.49172 -0.51144 0.46518 -0.01 0.51 0.52
H -0.70392 -0.15675 -0.74065 -0.13 1.20 -0.81
H 1.23884 2.25411 0.75303 0.59 -0.29 -0.41
H -1.79986 -2.15574 2.58555 0.20 -0.17 0.30
```
Forces are in eV/Å.

Values from the calculation:
* Kohn-Sham gap: 4.9 eV
* highest occupied orbital energy: -8.7 eV
* ΔE to the lowest compared entry with this formula, charge and spin: 8.1027 eV



DFT (the ωB97M-V functional and the def2-TZVPD basis) results for 2 unconnected molecules or ions with the total composition C8H18N2O6.

The geometry in XYZ format:
```
34
Properties=species:S:1:pos:R:3:forces:R:3
C -2.28320 -0.37069 0.05761 0.05 0.00 -0.01
C -2.06763 1.04914 0.53549 -0.11 0.08 0.49
C -3.80278 -0.60657 -0.14335 -0.07 0.22 -0.02
C -4.35824 0.14447 -1.34000 0.03 0.03 -0.05
C 2.50104 -0.40333 -0.49743 0.07 0.01 -0.02
C 3.54961 -1.42959 -0.03530 -0.25 -0.25 0.15
C 2.94424 1.04685 -0.23497 -0.16 -0.05 0.13
C 3.28764 1.31087 1.22091 -0.01 -0.05 0.02
H -1.88662 -2.21395 0.80862 0.04 0.10 0.08
H -2.00889 -1.02872 1.96288 0.12 -0.04 -0.07
H -1.78674 -0.50889 -0.90944 -0.10 0.05 0.05
H -4.31575 -0.28175 0.77606 0.09 -0.06 -0.12
H -4.09907 -2.42392 0.49050 0.00 -0.01 -0.18
H -4.18120 1.22099 -1.25451 -0.04 -0.15 0.00
H -3.87312 -0.21136 -2.25608 -0.08 0.05 0.13
H -5.43365 -0.03326 -1.42759 0.17 0.03 0.02
H -1.65539 2.77797 -0.03043 0.00 -0.09 -0.08
H 1.30293 -1.56720 0.62654 -0.17 0.17 0.02
H 0.47708 -0.70231 -0.49746 0.06 -0.01 0.20
H 2.43812 -0.51433 -1.59203 0.04 -0.01 0.13
H 2.10953 1.69153 -0.53906 0.08 -0.09 0.02
H 4.48794 2.11306 -0.83482 -0.04 -0.12 -0.08
H 3.50725 2.37110 1.38722 -0.02 -0.11 -0.03
H 2.43471 1.03419 1.84650 0.11 0.04 -0.08
H 4.15847 0.72133 1.52913 -0.11 0.07 -0.03
H 4.84617 -0.28651 -0.81057 -0.01 -0.10 0.05
N -1.66195 -1.24949 1.03272 -0.29 -0.18 0.02
N 1.23867 -0.66017 0.16880 0.17 -0.07 -0.22
O -2.22261 1.40031 1.68219 0.07 -0.16 -0.55
O -4.03907 -1.98939 -0.36844 -0.03 -0.08 0.22
O -1.73388 1.90296 -0.44743 0.05 0.12 0.09
O 3.25127 -2.42386 0.57941 0.19 0.40 -0.23
O 4.06281 1.28916 -1.10450 0.14 0.24 0.02
O 4.81233 -1.16863 -0.38115 0.01 0.03 -0.04
```
Forces are in eV/Å.

Values from the calculation:
* SMILES: C[C@@H](O)[C@H](N)C(=O)O.C[C@@H](O)[C@H](N)C(=O)O
* Kohn-Sham gap: 9.9 eV
* highest occupied orbital energy: -9.5 eV
* ΔE to the lowest compared entry with this formula, charge and spin: 0.0000 eV



DFT (the ωB97M-V functional and the def2-TZVPD basis) results for C5H11NO in the gas phase in a non-equilibrium geometry.

The geometry in XYZ format:
```
18
Properties=species:S:1:pos:R:3:forces:R:3
C -0.63904 -0.57144 0.09160 0.21 -1.45 0.29
C 0.49236 0.28669 0.68315 -0.21 -1.05 -0.10
C -0.72837 -0.56582 -1.43121 0.20 0.14 -0.13
C 0.81254 1.57983 -0.05526 0.39 0.21 -0.09
N -1.92893 -0.19269 0.65115 -0.31 0.14 0.21
C 1.72284 -0.60854 0.74710 1.50 0.08 -1.84
O 2.07375 -1.43688 -0.09431 -1.02 1.29 1.70
H -0.34039 -1.62487 0.42204 -0.60 0.95 -0.60
H 0.25093 0.51939 1.72901 -0.10 0.03 -0.12
H -2.66946 -0.77388 0.25918 0.22 0.19 0.08
H -1.94147 -0.34346 1.65861 -0.01 0.05 -0.24
H 2.43583 -0.31020 1.53762 0.04 -0.33 0.23
H -0.99737 0.42529 -1.81414 -0.02 -0.10 0.16
H -1.49185 -1.27004 -1.78023 0.10 0.05 0.13
H 0.22639 -0.84929 -1.88396 -0.15 -0.04 0.14
H -0.08242 2.19701 -0.17793 0.10 -0.15 0.08
H 1.55946 2.15815 0.49938 -0.14 0.01 -0.04
H 1.24520 1.38072 -1.04180 -0.18 -0.03 0.12
```
Forces are in eV/Å.

Values from the calculation:
* SMILES: C[C@H](N)[C@H](C)C=O
* Kohn-Sham gap: 10.3 eV
* highest occupied orbital energy: -9.3 eV
* ΔE to the lowest compared entry with this formula, charge and spin: 1.1941 eV



DFT (the ωB97M-V functional and the def2-TZVPD basis) results for a molecular structure, C4Cl2LaO4V in a non-equilibrium geometry.

The geometry in XYZ format:
```
12
Properties=species:S:1:pos:R:3:forces:R:3
La 0.55380 -0.34238 -1.74933 0.91 -1.29 0.39
V -0.50794 0.45346 2.48679 -1.18 1.34 -7.83
Cl -0.85591 1.73508 -1.35418 -0.33 -0.01 1.34
Cl 0.69822 -0.94105 1.06770 -0.73 0.77 2.48
C -0.46790 -0.80024 3.79914 1.62 -10.87 8.19
C -0.00093 0.94926 -3.64299 -1.85 1.78 -9.97
C 0.50712 -1.63738 -4.22488 -0.65 -1.27 -4.99
O -0.27836 -1.69648 4.55186 -1.48 6.12 -4.84
O -0.31180 1.10071 -4.76668 1.51 -0.17 6.67
O 0.36837 -1.87394 -5.34190 0.68 0.79 4.76
O 0.39967 1.77428 5.04607 -2.79 -2.43 -4.42
C -0.10435 1.27868 4.12841 4.29 5.24 8.22
```
Forces are in eV/Å.

Values from the calculation:
* Kohn-Sham gap (alpha / beta): 4.4 / 4.9 eV
* highest occupied orbital energy (alpha / beta): -25.3 / -25.3 eV
* 2S+1: 3
* total charge: +4
* ΔE to the lowest compared entry with this formula, charge and spin: 2.2151 eV
* ⟨S²⟩: 2.03



Copy entry 3 word for word.
DFT (the ωB97M-V functional and the def2-TZVPD basis) results for 2 unconnected molecules or ions with the total composition C4H10N2O2 in a non-equilibrium geometry.

The geometry in XYZ format:
```
18
Properties=species:S:1:pos:R:3:forces:R:3
C -0.56692 1.41368 0.80064 -1.72 0.53 0.46
N 0.46945 2.04608 0.14230 -1.13 0.15 1.33
C 1.06795 -0.74011 -2.38572 0.28 -1.11 0.85
O 0.65376 0.47620 -1.94421 -0.62 0.62 -0.18
C -0.53686 -0.14192 0.34748 -0.18 -3.64 0.71
N -1.46640 -0.94417 0.97455 0.67 2.20 -0.76
C -1.01321 -1.54110 2.13515 0.55 -0.59 0.05
O 0.09068 -1.36703 2.61716 -0.52 -0.08 0.18
H -0.56638 1.36578 1.89295 0.85 0.22 -0.07
H -1.60013 1.72376 0.59559 0.35 0.06 -0.76
H 0.59905 1.64642 -0.78286 0.75 0.07 -0.85
H 1.52312 -1.27754 -1.52063 0.11 -0.18 -0.55
H 1.84873 -0.70005 -3.15942 0.07 0.36 0.04
H 0.27038 -1.39019 -2.77609 -0.11 0.15 -0.03
H 0.49172 -0.51144 0.46518 -0.01 0.51 0.52
H -0.70392 -0.15675 -0.74065 -0.13 1.20 -0.81
H 1.23884 2.25411 0.75303 0.59 -0.29 -0.41
H -1.79986 -2.15574 2.58555 0.20 -0.17 0.30
```
Forces are in eV/Å.

Values from the calculation:
* Kohn-Sham gap: 4.9 eV
* highest occupied orbital energy: -8.7 eV
* ΔE to the lowest compared entry with this formula, charge and spin: 8.1027 eV



ΔE to the lowest compared entry with this formula, charge and spin of number 2 (C5H10O2)?
3.1166 eV